# 1
DFT (the ωB97M-V functional and the def2-TZVPD basis) results for a structure of composition C6H10O.

Summary:
- total energy (eV) = -8429.8030
- 2S+1 = 1
- LUMO energy (Eh) = 0.044
- E_HOMO (Ha) = -0.3533

Each line ends with the Mulliken charge.
Geometry (Å):
C  2.061  -0.202  -1.118  -1.44
C  0.851  0.040  -0.258  0.39
C  0.161  1.394  -0.068  -0.67
C  -1.110  0.527  -0.170  0.24
O  -0.348  -0.469  -0.880  -0.52
C  -1.645  -1.419  1.197  -0.68
C  -1.601  -0.093  1.123  -0.46
H  2.328  -1.262  -1.059  0.35
H  2.922  0.385  -0.787  0.35
H  1.835  0.039  -2.158  0.32
H  0.988  -0.431  0.727  0.30
H  0.356  1.983  0.832  0.30
H  0.262  2.016  -0.963  0.27
H  -1.924  0.922  -0.787  0.41
H  -1.865  -1.981  2.093  0.28
H  -1.422  -1.995  0.305  0.25
H  -1.849  0.546  1.972  0.32

***

# 2
DFT (the ωB97M-V functional and the def2-TZVPD basis) results for the molecule C6H10O.

Summary:
- total energy (eV) = -8429.9941
- 2S+1 = 1
- LUMO energy (Eh) = 0.040
- E_HOMO (Ha) = -0.3487
- structure (SMILES) = C[C@H]1C[C@H]1CC=O

Each line ends with the Mulliken charge.
Geometry (Å):
C  1.843  0.620  0.884  -1.42
C  1.007  -0.634  0.686  0.22
C  -0.476  -0.539  1.100  -0.86
C  -0.091  -0.699  -0.330  -0.11
C  -0.498  0.390  -1.309  -0.59
C  -2.002  0.235  -1.258  0.01
O  -2.624  0.432  -0.240  -0.46
H  2.747  0.402  1.460  0.39
H  1.277  1.360  1.452  0.34
H  2.163  1.094  -0.052  0.29
H  1.602  -1.548  0.715  0.43
H  -1.144  -1.274  1.552  0.32
H  -0.770  0.461  1.409  0.19
H  -0.266  -1.713  -0.689  0.37
H  -0.087  0.264  -2.321  0.28
H  -0.183  1.366  -0.917  0.27
H  -2.497  -0.218  -2.144  0.34

***

ΔE to the lowest compared entry with this formula, charge and spin
In order: 138.7, 120.2
Unit: kJ/mol
Kohn-Sham gap
In order: 10.80, 10.59
Unit: eV